Record 1
Molecular formula: C30H30O4
Method: DFT, the ωB97M-V functional and the def2-TZVPD basis

Structure (XYZ):
```
64
C30H30O4, DFT the ωB97M-V functional and the def2-TZVPD basis
C -0.1531 4.0520 3.2240
C 0.6088 2.8166 2.8285
O 0.2732 2.4863 1.4587
C 1.2470 1.7405 0.8479
C 1.0900 1.7515 -0.6363
C 2.0412 0.9405 -1.3565
O 2.5453 -0.0879 -0.9043
C 2.4925 1.4134 -2.7486
C 1.4178 1.3548 -3.8234
C 0.1296 2.0962 -3.4600
C 0.4053 3.3443 -2.6167
C 0.6378 3.0786 -1.1247
O 2.1444 1.2113 1.4890
H -0.0483 4.2067 4.3015
H 0.2743 4.9306 2.7288
H -1.2199 3.9799 2.9795
H 1.6897 2.9934 2.8918
H 0.3621 1.9583 3.4620
H 2.8952 2.4295 -2.6538
H 3.3126 0.7561 -3.0507
H 1.8422 1.7993 -4.7346
H 1.1950 0.3092 -4.0773
H -0.3520 2.4146 -4.3936
H -0.5744 1.4235 -2.9503
H 1.2762 3.8911 -3.0056
H -0.4493 4.0292 -2.6940
H -0.2903 3.3321 -0.5904
H 1.3909 3.8247 -0.7925
C -6.1592 -2.0227 -1.1920
O -5.4756 -0.9506 -0.4920
C -4.1188 -1.0165 -0.4120
C -3.4510 0.0396 0.2605
C -2.0906 -0.0136 0.4612
C -1.3317 -1.1221 0.0106
C 0.0097 -1.3520 0.4592
C 0.9549 -2.2322 -0.1909
C 2.0033 -2.5467 0.7462
C 2.9980 -3.4567 0.4182
C 2.9731 -4.0514 -0.8497
C 1.9482 -3.7526 -1.7629
C 0.9466 -2.8281 -1.4479
C 1.7014 -1.8700 1.9876
C 0.4593 -1.1496 1.8184
C -0.2009 -0.6763 2.9464
C 0.4010 -0.8295 4.2015
C 1.6458 -1.4655 4.3413
C 2.2988 -2.0001 3.2272
C -1.9995 -2.1087 -0.7558
C -3.3627 -2.0747 -0.9656
H -7.2070 -1.7296 -1.1529
H -5.8287 -2.1019 -2.2389
H -6.0108 -2.9901 -0.6874
H -4.0515 0.8630 0.6374
H -1.5873 0.7957 0.9922
H 3.7666 -3.6768 1.1542
H 3.7650 -4.7381 -1.1429
H 1.9276 -4.2347 -2.7382
H 0.1737 -2.5711 -2.1679
H -1.1917 -0.2356 2.8454
H -0.1165 -0.4408 5.0789
H 2.0922 -1.5386 5.3308
H 3.2417 -2.5398 3.3076
H -1.4542 -2.9811 -1.1045
H -3.8530 -2.8767 -1.5217
```

As for the frontier orbital gap: 3.91 eV. For the LUMO energy, the calculation gives -2.35 eV. Its total charge is 0. The value obtained for the total energy is -39783.971 eV.

For each atom in turn, the Mulliken charge in e is:
1. C -1.362
2. C 0.195
3. O -0.293
4. C 0.033
5. C 1.393
6. C 0.466
7. O -0.641
8. C -1.054
9. C -0.714
10. C -0.491
11. C -1.113
12. C -0.852
13. O -0.681
14. H 0.407
15. H 0.312
16. H 0.296
17. H 0.371
18. H -0.033
19. H 0.374
20. H 0.391
21. H 0.308
22. H 0.310
23. H 0.427
24. H 0.203
25. H 0.446
26. H 0.450
27. H 0.251
28. H 0.100
29. C -0.831
30. O -0.438
31. C 0.833
32. C -1.273
33. C 0.392
34. C 0.388
35. C 1.126
36. C -0.476
37. C 0.098
38. C -0.480
39. C -0.701
40. C -1.172
41. C 0.094
42. C -0.012
43. C 0.753
44. C -0.058
45. C -0.657
46. C -0.810
47. C -0.644
48. C -1.417
49. C -0.784
50. H 0.250
51. H 0.336
52. H 0.345
53. H 0.478
54. H 0.476
55. H 0.417
56. H 0.399
57. H 0.398
58. H 0.733
59. H 0.511
60. H 0.456
61. H 0.391
62. H 0.424
63. H 0.565
64. H 0.392

=====

Record 2
Molecular formula: C4H19N2O5
Method: DFT, the ωB97M-V functional and the def2-TZVPD basis

Structure (XYZ):
```
30
C4H19N2O5, DFT the ωB97M-V functional and the def2-TZVPD basis
O 1.4618 0.1804 1.1423
C 1.4232 -0.4667 0.0775
N 2.5173 -0.5880 -0.6680
C 0.2357 -1.2759 -0.2662
N -0.3589 -1.6420 1.0757
C -1.2566 -2.9308 1.0612
C -0.7170 -0.3989 -1.1167
H 3.4139 -0.1810 -0.4763
H 2.3841 -1.0712 -1.5587
H 0.5120 -2.1541 -0.8135
H 0.4285 -1.8807 1.7843
H -0.9660 -0.7398 1.4685
H -2.2208 -2.5726 0.9036
H -0.7888 -3.6634 0.3472
H -1.3026 -3.3329 2.1596
H -0.3166 -0.1819 -2.1784
H -1.6387 -0.7937 -1.3276
H -0.8618 0.4912 -0.6722
H 1.5335 0.9065 -3.3870
H 1.0411 1.4595 -2.0424
O 1.6121 0.7355 -2.4399
H 0.0846 0.7734 1.9357
H -0.6201 1.1113 3.3001
O -0.8032 0.8200 2.4175
H -0.4180 3.1911 -1.7201
H 0.2940 2.6875 -0.3701
O 0.3797 2.7077 -1.3362
H -1.6635 2.2791 1.2793
H -2.0517 3.5683 0.7387
O -1.3369 2.9626 0.6820
```

As for the frontier orbital gap: 10.74 eV. For the LUMO energy, the calculation gives -2.84 eV. Its total charge is +1. The value obtained for the total energy is -17667.434 eV. For the energy above the lowest of the compared OMol25 structures with the same formula, charge and spin, the calculation gives 1.932 eV.

For each atom in turn, the Mulliken charge in e is:
1. O -0.793
2. C 0.306
3. N -0.315
4. C 0.198
5. N -0.279
6. C -0.821
7. C -1.396
8. H 0.252
9. H 0.219
10. H 0.490
11. H 0.420
12. H 0.520
13. H 0.384
14. H 0.319
15. H 0.341
16. H 0.281
17. H 0.542
18. H 0.317
19. H 0.300
20. H 0.337
21. O -0.610
22. H 0.480
23. H 0.274
24. O -0.712
25. H 0.312
26. H 0.314
27. O -0.655
28. H 0.274
29. H 0.288
30. O -0.588

=====

Record 3
Molecular formula: C2H5BrSi
Method: DFT, the ωB97M-V functional and the def2-TZVPD basis

Structure (XYZ):
```
9
C2H5BrSi, DFT the ωB97M-V functional and the def2-TZVPD basis
C -0.4624 1.1159 -1.1165
C -0.5513 0.1767 -0.3623
Si -0.9391 -0.9010 1.1223
H -0.2090 1.9058 -1.6696
H -2.3645 -0.8866 1.0537
H -0.3855 -0.3440 2.3828
H -0.8249 -2.3763 0.9828
Br 3.2941 1.0972 -1.5104
H 2.4425 0.2123 -0.8828
```

Its SMILES is C#C[SiH3].Br. As for the frontier orbital gap: 11.23 eV. For the LUMO energy, the calculation gives 0.70 eV. Its total charge is 0. The value obtained for the total energy is -80072.435 eV. For the energy above the lowest of the compared OMol25 structures with the same formula, charge and spin, the calculation gives 2.769 eV.

For each atom in turn, the Mulliken charge in e is:
1. C 0.231
2. C -0.788
3. Si 0.349
4. H 0.483
5. H -0.102
6. H -0.079
7. H -0.080
8. Br -0.204
9. H 0.191

=====

Record 4
Molecular formula: C5H5N2O2S
Method: DFT, the ωB97M-V functional and the def2-TZVPD basis

Structure (XYZ):
```
15
C5H5N2O2S, DFT the ωB97M-V functional and the def2-TZVPD basis
C -2.1414 -0.7098 0.0496
C -0.2092 0.7075 -0.5141
C -1.5666 0.4609 -0.1414
C 0.5471 -1.5498 0.0265
C 1.9763 0.4200 -0.0915
N 0.8029 1.1338 0.2810
N 1.7230 -1.0574 -0.1090
O 2.9212 -1.6800 -0.0963
O -2.3981 1.6202 -0.3028
S -0.9800 -2.1617 0.0499
H -3.1095 -0.9643 0.2522
H 2.2288 0.7316 -1.1252
H 2.8734 0.4814 0.5075
H 0.5310 1.2257 1.2339
H -3.1989 1.3416 -0.0203
```

As for the frontier orbital gap: 5.89 eV. For the LUMO energy, the calculation gives 3.26 eV. Its total charge is -1. The value obtained for the total energy is -23169.749 eV. For the energy above the lowest of the compared OMol25 structures with the same formula, charge and spin, the calculation gives 8.618 eV.

For each atom in turn, the Mulliken charge in e is:
1. C -0.763
2. C -0.850
3. C 0.729
4. C 0.129
5. C -0.432
6. N -0.104
7. N 0.320
8. O -0.820
9. O -0.448
10. S -0.380
11. H 0.404
12. H 0.263
13. H 0.388
14. H 0.277
15. H 0.287

=====

Record 5
Molecular formula: C5H10O
Method: DFT, the ωB97M-V functional and the def2-TZVPD basis

Structure (XYZ):
```
16
C5H10O, DFT the ωB97M-V functional and the def2-TZVPD basis
C 2.0763 -0.3029 -0.3637
C 0.7150 -0.5071 0.3124
C -0.5750 0.0170 -0.3539
C -1.7583 -0.4581 0.4974
C -0.7143 1.5422 -0.3901
O -0.6561 2.2264 0.6093
H 2.3508 0.7524 -0.4606
H 2.8510 -0.7759 0.2538
H 2.1442 -0.7676 -1.3555
H 0.5664 -1.5881 0.4356
H 0.7422 -0.0711 1.3168
H -0.6290 -0.3783 -1.3762
H -1.6550 0.0669 1.4480
H -2.7482 -0.1934 0.1100
H -1.7436 -1.5324 0.7092
H -0.9665 1.9702 -1.3926
```

Its SMILES is CC[C@@H](C)C=O. As for the frontier orbital gap: 10.85 eV. For the LUMO energy, the calculation gives 1.06 eV. Its total charge is 0. The value obtained for the total energy is -7394.251 eV. For the energy above the lowest of the compared OMol25 structures with the same formula, charge and spin, the calculation gives 0.515 eV.

For each atom in turn, the Mulliken charge in e is:
1. C -1.242
2. C -0.559
3. C 0.487
4. C -1.473
5. C -0.115
6. O -0.480
7. H 0.316
8. H 0.350
9. H 0.320
10. H 0.311
11. H 0.286
12. H 0.350
13. H 0.368
14. H 0.373
15. H 0.360
16. H 0.347